(1)
Here is C32H33BN7OSbSe4TcTe as an isolated structure from the OMol25 dataset. Energies are from ωB97M-V/def2-TZVPD.

Cartesian coordinates (Å):
Tc1 0.1537 0.0973 0.4313
C1 -0.7589 -3.6255 2.2833
C2 -0.8157 -2.2433 2.2422
N1 -0.3967 -1.8080 1.0453
N2 -0.0406 -2.8936 0.3235
C3 -0.2583 -3.9944 1.0448
B1 0.7494 -2.6933 -0.9835
N3 -0.0026 -1.7350 -1.9060
C4 -0.4687 -1.9393 -3.1387
C5 -1.0062 -0.7567 -3.6159
C6 -0.8262 0.1459 -2.5833
N4 -0.2153 -0.4448 -1.5419
N5 2.0633 -2.0002 -0.5489
C7 3.3246 -2.4135 -0.6503
C8 4.1423 -1.5226 0.0318
C9 3.2720 -0.5767 0.5399
N6 2.0118 -0.8629 0.1846
H1 -1.0407 -4.2718 3.0932
H2 -1.1326 -1.5408 2.9959
H3 -0.0387 -4.9633 0.6315
H4 0.9754 -3.7287 -1.5227
H5 -0.3751 -2.9067 -3.6014
H6 -1.4631 -0.5849 -4.5723
H7 -1.0880 1.1879 -2.5375
H8 3.5576 -3.3170 -1.1862
H9 5.2089 -1.5675 0.1470
H10 3.4823 0.2959 1.1318
Se1 -4.7000 3.6521 0.6780
Sb1 -3.8026 2.0871 -0.7396
Se2 -2.2996 0.4359 1.1766
Se3 -1.2051 2.2186 0.1687
Se4 -4.1993 1.0033 -2.7277
C10 6.4387 3.7071 -4.4325
C11 5.4637 3.6150 -3.2986
C12 5.3908 4.6038 -2.3260
C13 4.4858 4.5346 -1.2755
C14 4.4662 5.6633 -0.2752
C15 3.6210 3.4289 -1.2156
Te1 2.3295 3.6395 0.4267
N7 1.5847 1.8185 0.8444
C16 1.4047 1.5943 2.1492
O1 0.6911 0.5785 2.3841
C17 1.9611 2.4110 3.2460
C18 3.3311 2.4290 3.4837
C19 3.8340 3.2151 4.5094
C20 2.9717 3.9844 5.2782
C21 1.6044 3.9627 5.0358
C22 1.0902 3.1696 4.0227
C23 0.7279 4.7482 -0.3254
C24 0.2881 5.6641 0.6316
C25 -0.7943 6.4873 0.3598
C26 -1.4232 6.3879 -0.8701
C27 -0.9648 5.4883 -1.8243
C28 0.1185 4.6489 -1.5836
C29 0.5762 3.6960 -2.6462
C30 3.6563 2.4153 -2.1777
C31 2.7823 1.1973 -2.2136
C32 4.5955 2.5343 -3.1954
H11 7.1292 4.5368 -4.2994
H12 5.9104 3.8536 -5.3758
H13 7.0174 2.7880 -4.5214
H14 6.0604 5.4528 -2.3792
H15 5.2763 6.3553 -0.4950
H16 4.6080 5.3227 0.7532
H17 3.5396 6.2447 -0.3191
H18 4.0036 1.8230 2.8866
H19 4.8956 3.2221 4.7131
H20 3.3648 4.5964 6.0776
H21 0.9374 4.5545 5.6470
H22 0.0233 3.1290 3.8376
H23 0.7724 5.7357 1.6011
H24 -1.1360 7.1918 1.1038
H25 -2.2716 7.0186 -1.0978
H26 -1.4570 5.4353 -2.7872
H27 -0.1559 3.6410 -3.4508
H28 0.7183 2.6860 -2.2534
H29 1.5270 4.0118 -3.0789
H30 2.0682 1.1499 -1.3993
H31 3.4018 0.2993 -2.1603
H32 2.2326 1.1554 -3.1559
H33 4.6415 1.7488 -3.9409

⟨S²⟩ = 0.787
E = -324277.463 eV
Gap between HOMO and LUMO (spin up / spin down) = 6.3 / 6.5 eV
HOMO level (spin up / spin down) = -13.58 / -13.62 eV
2S+1 = 2
Net charge = +2



(2)
Here is C32H33Cl2NO2PPdS2 as an isolated structure from the OMol25 dataset. Energies are from ωB97M-V/def2-TZVPD.

Cartesian coordinates (Å):
Pd1 -1.0136 0.7010 -0.2099
Cl1 -2.8132 0.9799 2.5161
C1 -3.5244 -0.6072 2.4776
C2 -3.9518 -1.1097 3.6941
C3 -4.5066 -2.3765 3.7706
C4 -4.6172 -3.1241 2.6090
C5 -4.1863 -2.5982 1.4041
Cl2 -4.3761 -3.6215 0.0035
C6 -3.6210 -1.3103 1.2573
S1 -3.1444 -0.6974 -0.2896
H1 -3.8303 -0.4984 4.5784
H2 -4.8424 -2.7766 4.7184
H3 -5.0411 -4.1193 2.6231
C7 0.4447 1.5209 -3.5768
C8 -0.5237 0.5208 -4.2019
C9 -1.9402 0.7025 -3.6685
C10 -0.0420 -0.9222 -4.0075
C11 1.2812 -1.2256 -4.7363
O1 2.2226 -1.4674 -3.6820
C12 1.4797 -1.4977 -2.5238
N1 0.2499 -1.2333 -2.6046
C13 2.2414 -1.9721 -1.3445
C14 3.1713 -2.9816 -1.6139
C15 3.9017 -3.5741 -0.6025
C16 3.7161 -3.1474 0.7036
C17 2.8148 -2.1323 0.9704
C18 2.0579 -1.5174 -0.0319
P1 0.9661 -0.0787 0.4577
C19 2.2885 1.1833 0.7211
C20 3.6435 1.0140 0.4489
C21 4.5390 2.0648 0.6184
C22 4.0961 3.2935 1.0814
C23 2.7456 3.4720 1.3605
C24 1.8494 2.4340 1.1661
C25 0.6091 -0.6159 2.1833
C26 1.1531 -0.0545 3.3325
C27 0.7699 -0.5154 4.5879
C28 -0.1438 -1.5510 4.7041
C29 -0.6866 -2.1221 3.5582
C30 -0.3216 -1.6497 2.3099
H4 0.1830 2.5406 -3.8662
H5 1.4788 1.3449 -3.8862
H6 0.3991 1.4503 -2.4848
H7 -0.5411 0.6771 -5.2895
H8 -1.9664 0.5650 -2.5830
H9 -2.6291 -0.0201 -4.1112
H10 -2.3127 1.7050 -3.8971
H11 -0.8357 -1.5940 -4.3433
H12 1.6423 -0.3908 -5.3384
H13 1.2274 -2.1206 -5.3597
H14 3.3047 -3.3026 -2.6375
H15 4.6055 -4.3641 -0.8329
H16 4.2759 -3.5963 1.5150
H17 2.6963 -1.7975 1.9925
H18 4.0146 0.0614 0.0924
H19 5.5874 1.9153 0.3882
H20 4.7950 4.1100 1.2173
H21 2.3805 4.4293 1.7120
H22 0.7903 2.5979 1.3455
H23 1.8678 0.7555 3.2567
H24 1.1878 -0.0567 5.4763
H25 -0.4449 -1.9054 5.6827
H26 -1.4261 -2.9099 3.6369
H27 -0.7872 -2.0556 1.4171
C31 -1.2134 3.9457 -1.5325
S2 -1.7157 2.9001 -0.1544
C32 -3.4828 3.0404 -0.4346
O2 -1.4313 3.7189 1.0584
H28 -1.6550 4.9344 -1.4012
H29 -1.5281 3.4879 -2.4693
H30 -0.1270 4.0061 -1.4970
H31 -3.7235 2.5829 -1.3942
H32 -3.7698 4.0923 -0.3943
H33 -3.9617 2.4637 0.3535

E = -98791.451 eV
Gap between HOMO and LUMO = 6.1 eV
HOMO level = -3.52 eV
Net charge = -1



(3)
Here is C32H33ClN2O3PPb as an isolated structure at a distorted geometry from the OMol25 dataset. Energies are from ωB97M-V/def2-TZVPD.

Cartesian coordinates (Å):
Pb1 0.0899 0.1215 -0.0901
C1 0.9834 -0.0762 4.6342
C2 1.3219 -0.0661 3.1761
O1 0.3934 -0.0109 2.3606
C3 2.7464 -0.0958 2.7761
C4 3.7362 0.0105 3.7274
C5 5.1027 0.0590 3.3880
C6 5.5118 0.0064 2.0500
C7 4.5715 -0.1177 1.0677
C8 3.1595 -0.2010 1.3786
O2 2.3561 -0.3966 0.4324
H1 -0.0955 -0.0890 4.7599
H2 1.3787 0.8190 5.1186
H3 1.4123 -0.9434 5.1382
H4 3.4792 0.0699 4.7757
H5 5.8394 0.1502 4.1750
H6 6.5633 0.0581 1.8020
H7 4.8443 -0.1770 0.0219
Cl1 -0.1547 -0.5069 -2.9584
C9 -1.3024 -1.7920 -3.2731
C10 -1.5232 -2.1177 -4.5977
C11 -2.4072 -3.1416 -4.9074
C12 -3.0575 -3.8348 -3.8959
C13 -2.8232 -3.5150 -2.5711
C14 -1.9499 -2.4714 -2.2387
P1 -1.7516 -2.1166 -0.4708
C15 -1.6222 -3.7030 0.3544
C16 -0.4990 -4.5064 0.0927
C17 -0.4320 -5.7774 0.6209
C18 -1.4684 -6.2504 1.4272
C19 -2.5768 -5.4483 1.6966
C20 -2.6552 -4.1680 1.1872
C21 -3.1642 -1.2268 0.1604
C22 -4.1932 -0.7686 -0.6675
C23 -5.2578 -0.0976 -0.0967
C24 -5.2823 0.1489 1.2756
C25 -4.2377 -0.2774 2.0938
C26 -3.1692 -0.9504 1.5395
H8 -1.0015 -1.5801 -5.3782
H9 -2.5801 -3.4011 -5.9430
H10 -3.7438 -4.6349 -4.1384
H11 -3.3253 -4.0675 -1.7872
H12 0.3028 -4.1419 -0.5397
H13 0.4229 -6.4058 0.4114
H14 -1.4139 -7.2469 1.8452
H15 -3.3897 -5.8290 2.3006
H16 -3.5274 -3.5621 1.3886
H17 -4.1759 -0.9645 -1.7321
H18 -6.0816 0.2259 -0.7193
H19 -6.1192 0.6799 1.7102
H20 -4.2622 -0.0844 3.1579
H21 -2.3381 -1.2748 2.1584
C27 -2.7838 2.5122 -2.3412
N1 -2.8525 3.2667 -1.1005
C28 -3.4649 4.5913 -1.1822
C29 -3.9695 5.0206 0.1788
C30 -2.8321 4.9074 1.1709
N2 -2.2482 3.5675 1.1268
C31 -1.5359 3.1451 2.3204
C32 -2.2612 2.7997 0.0196
O3 -1.7288 1.6430 0.0229
H22 -3.7518 2.5405 -2.8408
H23 -2.5200 1.4809 -2.1317
H24 -2.0417 2.9431 -3.0192
H25 -4.2848 4.5413 -1.8981
H26 -2.7395 5.3132 -1.5708
H27 -4.7972 4.3790 0.4879
H28 -4.3316 6.0458 0.1399
H29 -3.1874 5.0855 2.1855
H30 -2.0606 5.6550 0.9608
H31 -2.1722 3.2825 3.1950
H32 -0.6359 3.7505 2.4619
H33 -1.2609 2.0985 2.2452

E = -69876.190 eV
Gap between HOMO and LUMO (spin up / spin down) = 5.5 / 4.1 eV
HOMO level (spin up / spin down) = -16.12 / -16.11 eV
Net charge = +3



(4)
Here is a 2-piece molecular cluster, C32H33F22NO6PSSi overall at a distorted geometry from the OMol25 dataset. Energies are from ωB97M-V/def2-TZVPD.

Cartesian coordinates (Å):
C1 -0.5542 -5.1105 4.5309
Si1 -1.0898 -4.1684 2.9401
C2 -1.3537 -5.5116 1.6134
C3 -2.6563 -3.1949 3.4113
C4 -3.1121 -2.1284 2.3379
C5 -4.3251 -2.6096 1.4504
F1 -5.5329 -2.5384 2.0856
F2 -4.1270 -3.9723 1.1598
C6 -4.2247 -1.8552 0.0989
C7 -5.1293 -0.8459 -0.4182
C8 -6.3605 -0.3980 0.4131
O1 -7.4423 -0.7748 0.0664
O2 -6.2269 0.3733 1.5480
C9 -6.9398 1.6310 1.4307
C10 -5.8317 2.7787 1.4915
O3 -5.0281 2.5009 2.6498
C11 -6.4683 4.1978 1.6813
F3 -7.2572 4.2921 2.7910
F4 -7.1525 4.5438 0.5419
F5 -5.4271 5.0825 1.8546
C12 -4.9445 -0.1859 -1.7308
P1 -6.1284 1.0892 -2.4195
S1 -5.2555 2.8181 -2.5325
C13 -3.7535 -0.6046 -2.4578
F6 -3.5545 0.0186 -3.6354
N1 -2.8810 -1.5265 -1.9704
C14 -1.6703 -1.8250 -2.8061
C15 -0.3699 -1.1369 -2.2400
O4 0.0124 0.0406 -2.9462
C16 0.0228 1.2044 -2.1190
C17 1.1764 1.2179 -1.0423
F7 2.1321 0.2597 -1.2636
F8 0.6238 0.9463 0.2073
C18 1.8818 2.6319 -1.0960
F9 0.9843 3.6810 -1.1428
F10 2.6370 2.6112 -2.2577
C19 2.8606 2.9236 0.1283
F11 3.2154 1.8088 0.8428
F12 4.0405 3.4572 -0.3869
C20 2.3164 4.0071 1.1399
F13 3.2139 4.0589 2.1923
F14 1.1073 3.6085 1.7007
C21 -3.0637 -2.1652 -0.7430
O5 -2.0977 -3.0500 -0.3943
C22 0.3696 -3.0584 2.4087
C23 1.1846 -3.4085 1.2250
C24 2.3303 -2.6094 0.8088
C25 2.7445 -1.4040 1.5446
C26 1.9368 -1.0444 2.7044
C27 0.7822 -1.8434 3.1302
H1 -1.4284 -5.6733 4.9627
H2 -0.1832 -4.3305 5.2558
H3 0.2928 -5.7887 4.2598
H4 -0.7972 -6.4357 1.9458
H5 -2.4175 -5.8298 1.4795
H6 -0.9555 -5.2291 0.5980
H7 -3.5098 -3.8914 3.6176
H8 -2.4617 -2.6528 4.3820
H9 -2.2604 -1.7580 1.7116
H10 -3.4842 -1.2259 2.9064
H11 -7.7130 1.7298 2.2318
H12 -7.4182 1.7260 0.4224
H13 -5.2356 2.7117 0.5424
H14 -5.6682 2.1681 3.3074
H15 -7.3068 1.2045 -1.6180
H16 -6.5314 0.7040 -3.7409
H17 -1.8309 -1.5723 -3.8845
H18 -1.5350 -2.9399 -2.7777
H19 0.4716 -1.8775 -2.1405
H20 -0.6108 -0.8254 -1.1759
H21 -0.9637 1.2834 -1.5789
H22 0.0777 2.0852 -2.8136
H23 2.2090 5.0111 0.6660
H24 -1.2306 -2.6048 -0.2645
H25 0.9569 -4.3061 0.6111
H26 2.9599 -2.8708 -0.0749
H27 3.6288 -0.8368 1.1931
H28 2.2070 -0.1511 3.3087
H29 0.2231 -1.5145 4.0319
C28 6.7894 2.8826 -2.4624
C29 6.6100 1.3545 -2.4093
C30 7.3270 0.6346 -1.2677
F15 8.6637 0.7702 -1.3432
F16 7.0691 -0.6981 -1.3237
F17 6.9570 0.8273 -3.6044
F18 5.2744 1.1202 -2.2578
O6 7.7601 3.3787 -3.3793
C31 9.0844 3.4742 -2.9388
C32 10.0316 2.6116 -3.7738
F19 9.7039 1.3045 -3.6855
F20 11.3022 2.7332 -3.3259
F21 9.1584 3.2016 -1.6229
F22 9.4318 4.7730 -3.0743
H30 5.8444 3.2845 -2.8335
H31 6.9049 3.3214 -1.4694
H32 6.9892 1.0012 -0.2938
H33 9.9992 2.9028 -4.8256

E = -135271.250 eV
Gap between HOMO and LUMO = 6.6 eV
HOMO level = -11.53 eV
Net charge = +1



(5)
Here is C32H33F4N6O3PRuS as an isolated structure at a distorted geometry from the OMol25 dataset. Energies are from ωB97M-V/def2-TZVPD.

Cartesian coordinates (Å):
Ru1 1.4117 0.1576 -0.1079
C1 -0.3067 1.8401 4.0382
C2 0.9389 1.0009 4.3625
C3 1.4462 1.3880 5.7549
C4 0.4778 -0.4726 4.3685
P1 2.1576 1.2271 2.9489
N1 1.5831 0.4281 1.7018
C5 2.3161 3.0446 2.4876
C6 1.0921 3.5249 1.6947
C7 3.5267 3.2132 1.5569
C8 2.4975 3.9590 3.7077
C9 3.8456 0.5199 3.4087
C10 3.6193 -0.8621 4.0436
C11 4.6698 0.2824 2.1272
C12 4.6634 1.3766 4.3825
H1 -1.0958 1.5582 4.7382
H2 -0.6669 1.6457 3.0273
H3 -0.1352 2.9080 4.1590
H4 0.6174 1.2875 6.4609
H5 1.7973 2.4175 5.8087
H6 2.2429 0.7332 6.1015
H7 -0.5009 -0.5213 4.8504
H8 1.1463 -1.1193 4.9277
H9 0.3743 -0.8685 3.3584
H10 0.8818 2.8749 0.8441
H11 1.3184 4.5232 1.3110
H12 0.1936 3.6021 2.2993
H13 3.4705 2.5383 0.7000
H14 4.4746 3.0597 2.0648
H15 3.5188 4.2399 1.1810
H16 1.5926 4.0209 4.3094
H17 2.7139 4.9678 3.3469
H18 3.3202 3.6582 4.3524
H19 3.0281 -1.5118 3.3982
H20 3.1587 -0.7978 5.0254
H21 4.5975 -1.3296 4.1754
H22 4.0445 0.0035 1.2791
H23 5.3476 -0.5548 2.3020
H24 5.2743 1.1451 1.8577
H25 4.1310 1.5926 5.3070
H26 4.9873 2.3179 3.9418
H27 5.5654 0.8189 4.6484
O1 2.7518 -1.1246 -3.0854
C13 2.6395 -1.8762 -2.1423
N2 2.3019 -1.5124 -0.8512
S1 2.0427 -2.8350 0.1333
O2 2.9389 -2.8053 1.2563
O3 0.6400 -2.9933 0.3961
C14 2.5957 -4.0097 -1.0530
C15 2.7887 -5.3681 -0.8954
C16 3.2697 -6.0671 -1.9942
C17 3.5527 -5.4144 -3.1937
C18 3.3622 -4.0462 -3.3245
C19 2.8774 -3.3522 -2.2301
H28 2.5719 -5.8633 0.0409
H29 3.4316 -7.1342 -1.9181
H30 3.9325 -5.9854 -4.0304
H31 3.5842 -3.5194 -4.2425
C20 -0.3220 0.0837 -0.5599
H32 -1.0068 -0.5081 0.0491
H33 -0.7361 0.5567 -1.4508
F1 1.6756 4.0962 -1.7305
C21 2.4175 4.6634 -2.6731
C22 2.5584 5.9969 -2.6510
F2 1.9516 6.6805 -1.6895
C23 3.3277 6.7240 -3.6437
C24 3.8850 5.8849 -4.6883
C25 3.7474 4.5499 -4.7067
F3 4.3187 3.8710 -5.6886
C26 3.0304 3.8181 -3.6801
C27 2.9689 2.4523 -3.6378
C28 2.3421 1.7424 -2.5855
N3 1.8310 1.1609 -1.7343
C29 3.5590 1.6067 -4.6425
N4 4.0107 0.8983 -5.4238
F4 4.5862 6.4628 -5.6542
C30 3.5169 8.0709 -3.5963
C31 3.0278 8.9022 -2.5310
N5 2.6925 9.5839 -1.6701
C32 4.2433 8.8092 -4.5927
N6 4.8107 9.4725 -5.3386

E = -82372.660 eV
Gap between HOMO and LUMO (spin up / spin down) = 4.0 / 5.3 eV
HOMO level (spin up / spin down) = -7.28 / -8.16 eV
Net charge = 0



(6)
Here is C32H33N8O4PPbS as an isolated structure at a distorted geometry from the OMol25 dataset. Energies are from ωB97M-V/def2-TZVPD.

Cartesian coordinates (Å):
Pb1 0.1246 -0.1621 -0.0587
C1 -2.5831 3.9354 5.8148
C2 -2.0811 2.8965 4.8694
C3 -1.9686 1.5545 5.2643
C4 -1.4714 0.6226 4.4039
C5 -1.0168 0.9457 3.0853
N1 -0.4799 -0.0100 2.3049
C6 -0.0167 -1.1916 2.9017
C7 0.9402 -1.1591 3.9230
C8 1.4484 -2.3161 4.4784
C9 1.0260 -3.5694 4.0393
C10 1.5752 -4.8437 4.6066
C11 0.0766 -3.6116 3.0226
C12 -0.4434 -2.4557 2.4560
N2 -1.4870 -2.6047 1.4965
C13 -2.5280 -3.4621 1.5846
C14 -3.2243 -3.3961 0.4007
C15 -2.5279 -2.4627 -0.3703
N3 -1.4779 -1.9893 0.2958
C16 -1.2184 2.3040 2.6598
C17 -1.7436 3.2189 3.5558
N4 -0.8878 2.7979 1.3730
C18 -0.7155 4.1087 1.0529
C19 -0.6447 4.2061 -0.3107
C20 -0.7783 2.8919 -0.7665
N5 -0.9156 2.0440 0.2490
H1 -2.2041 3.7502 6.8193
H2 -2.2885 4.9356 5.5034
H3 -3.6745 3.9096 5.8740
H4 -2.2991 1.2589 6.2521
H5 -1.4357 -0.4141 4.7041
H6 1.2839 -0.1924 4.2711
H7 2.1887 -2.2486 5.2661
H8 2.1100 -4.6723 5.5383
H9 0.7758 -5.5612 4.7895
H10 2.2678 -5.3073 3.9005
H11 -0.2695 -4.5725 2.6606
H12 -2.7077 -4.0374 2.4772
H13 -4.1142 -3.9387 0.1344
H14 -2.7294 -2.1288 -1.3752
H15 -1.9272 4.2334 3.2324
H16 -0.6097 4.8826 1.7916
H17 -0.5025 5.0976 -0.8959
H18 -0.7754 2.5187 -1.7778
O1 3.1502 0.5574 -10.4638
S1 3.1013 -0.1970 -9.2556
O2 3.8506 0.2600 -8.1280
O3 2.8462 -1.6272 -9.3365
C21 1.1985 -0.0027 -8.6818
N6 0.3093 0.0823 -9.6137
C22 -0.9476 0.1454 -9.1754
C23 -1.2347 0.1067 -7.8148
C24 -0.1722 0.0312 -6.9230
N7 1.0807 -0.0312 -7.3984
C25 -0.2848 0.0074 -5.4460
C26 0.8833 -0.0267 -4.6842
C27 0.7854 -0.0381 -3.3081
N8 -0.3852 -0.0164 -2.6640
C28 -1.5055 0.0119 -3.3891
C29 -1.5039 0.0234 -4.7731
H19 -1.7198 0.2198 -9.9298
H20 -2.2625 0.1267 -7.4826
H21 1.8448 -0.0458 -5.1776
H22 1.6767 -0.0638 -2.6866
H23 -2.4401 0.0400 -2.8396
H24 -2.4459 0.0410 -5.3031
C30 4.8012 -0.1386 1.6569
P1 3.9361 -1.1567 0.4424
C31 5.0823 -1.4163 -0.9245
C32 3.6339 -2.7808 1.1773
O4 2.6462 -0.5124 -0.0097
H25 5.6322 -0.6799 2.1084
H26 4.0964 0.1683 2.4293
H27 5.1811 0.7507 1.1539
H28 5.9852 -1.9144 -0.5695
H29 5.3479 -0.4525 -1.3578
H30 4.6036 -2.0324 -1.6851
H31 4.5405 -3.1924 1.6202
H32 3.2847 -3.4473 0.3872
H33 2.8533 -2.6914 1.9331

E = -79187.075 eV
Gap between HOMO and LUMO (spin up / spin down) = 6.5 / 6.1 eV
HOMO level (spin up / spin down) = -13.95 / -13.34 eV
Net charge = +2